(1)
59
Properties=species:S:1:pos:R:3 method="wB97M-V/def2-TZVPD" multiplicity=5 orbital_gap_ev="3.373 / 4.745" relative_energy_kcal_mol=15.17 homo_energy_ev="-2.896 / -7.106" total_charge=0 lumo_ha="0.018 / -0.087"
C 4.398 1.586 -2.662
C -1.229 -0.771 -3.733
C 3.604 0.421 -2.663
H -3.016 1.846 -1.465
P -1.303 0.302 -2.314
C 4.046 2.700 -1.872
N 1.068 -1.031 1.192
H 4.638 3.635 -1.836
O -3.416 -2.649 -1.617
H 2.992 -1.167 0.179
C -3.647 -1.686 0.606
C -0.542 -1.164 3.180
H -0.606 3.901 -0.122
C -2.006 -3.602 0.147
H -2.318 -4.598 0.526
C 2.451 0.373 -1.876
H -1.015 1.970 -3.948
H -0.466 2.602 -2.371
H 0.625 -1.209 6.383
Si 0.015 2.775 0.555
N 0.862 1.575 -0.432
C 0.665 -1.278 5.292
H -3.232 1.337 -3.167
H 3.909 -0.453 -3.283
H 2.558 3.474 -0.399
H -4.732 -1.577 0.790
H -1.211 1.400 2.299
C 2.057 1.525 -1.096
H -1.968 2.984 1.990
H -1.651 -0.191 -4.571
H -1.064 -3.680 -0.464
C -0.463 1.739 -3.033
H -3.134 -1.830 1.570
C -0.535 -1.162 4.575
H -1.477 -1.095 5.109
N 2.882 -1.473 2.306
H -1.809 -1.678 -3.576
H -0.528 0.342 1.050
Pd -0.192 -0.347 -0.388
C 0.692 -1.252 2.522
H 1.860 -0.538 -1.841
C 1.865 -1.491 3.247
C -1.502 2.102 1.492
H -0.184 -1.015 -3.956
H 5.292 1.647 -3.262
H -3.302 -0.668 0.237
C 1.894 -1.460 4.635
H 0.914 3.120 1.629
C -3.214 -2.787 -0.372
H 0.568 1.480 -3.280
H 3.860 -1.655 2.495
H -1.462 -1.103 2.607
C 2.380 -1.201 1.084
H -1.659 -2.946 1.007
H -3.692 0.202 -1.853
C -2.987 0.982 -2.157
H -2.285 1.641 0.826
H 2.839 -1.575 5.154
C 2.911 2.672 -1.075



(2)
15
Properties=species:S:1:pos:R:3 method="wB97M-V/def2-TZVPD" orbital_gap_ev=10.746 relative_energy_kcal_mol=33.03 smiles="CCO/C=N/C" homo_energy_ev=-9.600 total_charge=0 lumo_ha=0.042
O -0.568 -0.098 0.944
C -0.675 -0.829 -0.171
C 0.111 1.162 0.858
H 0.473 -1.447 -2.940
H -0.642 1.955 0.783
H -1.245 -1.085 -3.112
H 1.749 0.539 2.105
H 1.410 2.282 2.175
H -0.722 -2.418 -2.051
N -0.362 -0.434 -1.327
H 0.337 1.129 3.000
H 0.716 1.183 -0.052
H -1.060 -1.827 0.075
C -0.477 -1.401 -2.397
C 0.953 1.290 2.111



(3)
30
Properties=species:S:1:pos:R:3 method="wB97M-V/def2-TZVPD" orbital_gap_ev=9.909 relative_energy_kcal_mol=95.86 smiles="C=C1[C@@H]2[C@@H](C[C@H]2C)[C@@H]2CC=N[C@]12C" homo_energy_ev=-8.937 total_charge=0 lumo_ha=0.036
C 1.593 -1.231 0.453
C 0.123 1.011 -2.244
H 1.801 -3.351 1.264
H -1.649 3.308 0.811
H -1.602 -2.938 -1.157
H -0.045 1.974 -2.691
H -3.576 2.202 -0.322
H -2.204 1.913 1.826
C 2.330 -2.379 1.113
C 1.789 0.157 1.059
H 1.931 -1.100 -0.574
C -1.492 -1.844 -1.351
H 2.253 0.908 0.351
H -0.302 -1.900 1.223
H 2.374 0.210 2.047
H 1.084 0.523 -2.041
C -1.669 2.117 0.894
H -2.217 -1.343 -2.014
C -0.740 -1.034 -0.597
C -0.386 1.425 0.349
N -2.193 1.212 -1.302
C 0.023 -1.086 0.636
H 0.427 2.200 0.403
C -0.778 0.783 -1.036
C -2.606 1.789 -0.245
H 3.174 -2.624 0.476
H -0.052 0.610 2.294
H -0.243 0.237 -2.931
C 0.196 0.312 1.219
H 2.655 -2.061 2.089



(4)
8
Properties=species:S:1:pos:R:3 method="wB97M-V/def2-TZVPD" orbital_gap_ev=7.587 relative_energy_kcal_mol=9.28 smiles="C#CC#CC=S" homo_energy_ev=-9.119 total_charge=0 lumo_ha=-0.056
C -2.177 0.443 0.041
C 2.876 -0.452 0.019
C -0.843 0.120 0.159
C 1.745 -0.154 -0.005
S -3.526 -0.535 0.009
H -2.360 1.483 -0.215
C 0.370 0.022 0.002
H 3.915 -0.927 -0.010



(5)
65
Properties=species:S:1:pos:R:3 method="wB97M-V/def2-TZVPD" multiplicity=2 orbital_gap_ev="3.914 / 4.414" relative_energy_kcal_mol=0.00 homo_energy_ev="0.174 / -0.326" total_charge=-2 lumo_ha="0.150 / 0.150"
C 1.594 -4.142 1.465
H 3.736 -3.428 -1.988
C 2.294 -4.514 -0.813
H 3.102 5.241 1.577
H 0.964 -3.807 3.497
C 1.347 -6.351 0.474
S -4.026 1.677 -0.508
N -2.486 -4.618 0.007
C 2.103 5.090 1.189
N -4.112 -5.567 -1.336
C 2.143 -3.639 0.276
C -0.016 5.972 0.466
H 1.433 -8.422 -0.118
H -1.866 3.576 -0.459
C -0.471 4.684 0.174
O -3.655 -6.925 -3.100
Te 2.618 -1.538 0.050
C -1.297 -2.532 0.654
C 1.894 -5.845 -0.698
C -5.034 -0.839 -0.507
H 2.125 -3.400 -2.637
C -2.794 0.420 -0.742
C -0.034 2.185 0.112
H -5.094 -5.688 -1.531
H -0.189 -7.853 0.252
C -2.055 -3.768 1.115
C 0.376 3.586 0.396
C -3.236 -6.226 -2.196
H 1.591 7.180 1.187
H -6.275 0.928 -0.268
O -1.717 4.558 -0.313
S -3.410 -1.150 -1.233
H -0.689 6.801 0.284
C 1.653 3.812 0.900
N -1.263 2.001 -0.357
C -5.430 0.583 -0.867
C 1.257 6.172 0.968
C 1.404 -3.252 2.664
O -0.756 -2.546 -0.478
H 2.283 2.944 1.049
H -5.691 0.651 -1.924
O 0.774 1.253 0.355
O -4.720 -4.267 0.418
C 0.862 -7.775 0.550
O -1.223 -1.568 1.447
Ru 0.104 -0.585 -0.248
H 2.001 -6.500 -1.558
H 2.360 -2.827 2.978
H -0.504 -4.952 -0.572
H -2.936 -3.467 1.671
C 2.848 -4.045 -2.130
N -1.551 0.662 -0.597
H -5.728 -1.574 -0.917
C -3.826 -4.764 -0.246
S 1.420 -0.390 -2.166
C -1.860 -5.962 -1.849
F -0.912 -6.532 -2.612
H -1.398 -4.348 1.768
C -1.534 -5.177 -0.812
H 0.760 -2.404 2.419
H 0.791 -5.852 2.482
H 3.094 -4.898 -2.769
H 0.945 -8.169 1.565
C 1.209 -5.481 1.548
H -4.981 -0.973 0.574



(6)
29
Properties=species:S:1:pos:R:3 method="wB97M-V/def2-TZVPD" orbital_gap_ev="6.411 / 6.403" relative_energy_kcal_mol=57.91 homo_energy_ev="-7.634 / -7.636" total_charge=0 lumo_ha="-0.045 / -0.045"
H 1.614 0.134 -0.164
P 1.167 -1.870 -2.473
H 1.537 0.947 -1.767
P -0.887 0.754 0.842
C 2.156 0.389 -1.117
H 3.109 0.939 -0.839
H 4.373 -2.254 -1.963
C -3.288 1.926 1.743
H -3.408 0.057 3.635
C 2.632 -0.907 -2.027
H 3.613 -1.130 -4.122
H -2.777 2.535 2.558
H 3.068 -2.872 -0.869
H -3.198 2.433 0.827
H 4.030 -1.300 -0.557
H 4.229 0.219 -3.025
H -4.327 1.776 1.980
C -2.628 0.514 1.622
S 0.067 2.093 1.831
H 2.686 0.407 -3.787
C 3.353 -0.322 -3.405
C -3.456 -0.406 0.801
C -2.334 0.052 3.092
H -1.518 0.675 3.524
H -2.088 -1.014 3.183
C 3.586 -1.962 -1.342
H -4.445 -0.731 1.413
H -3.862 0.229 -0.096
H -3.005 -1.311 0.501



(7)
87
Properties=species:S:1:pos:R:3 method="wB97M-V/def2-TZVPD" orbital_gap_ev=7.370 smiles="O=C1C=C(O)C(=O)C=C1O.O=C1C=C(O)C(=O)C=C1O.O=C1C=C(O)C(=O)C=C1O.O=C1C=C(O)C(=O)C=C1O.O=C1C=C(O)C(=O)C=C1O.O=C1C=C(O)C(=O)C=C1O.O" homo_energy_ev=-9.462 total_charge=0 lumo_ha=-0.077
H 14.159 -7.744 8.998
O 14.992 -9.933 12.552
C 11.061 -5.108 10.378
H 17.273 -4.611 13.484
H 10.134 -2.865 7.905
C 15.756 -3.622 12.832
C 12.322 -5.392 9.967
C 12.908 -4.813 8.723
H 18.602 -9.182 10.180
C 14.513 -12.051 13.474
C 11.905 -3.934 8.057
O 19.421 -11.561 10.452
O 11.957 -12.885 15.966
C 16.019 -10.828 9.497
C 17.623 -12.939 10.289
O 13.939 -5.098 8.105
O 19.059 -0.771 11.645
O 16.527 -0.792 10.371
C 12.509 -10.796 15.051
H 15.239 -10.716 3.303
H 12.578 -0.648 12.393
C 14.180 -1.330 12.880
H 15.890 -6.743 9.583
O 15.312 -7.045 10.283
H 14.833 -4.191 11.041
O 17.431 -4.759 8.118
H 16.185 -2.628 8.712
C 15.950 -8.956 5.831
O 12.965 -10.447 4.348
O 13.131 -8.681 14.305
O 15.798 -10.483 4.048
C 14.060 -8.726 7.327
C 10.172 -4.044 9.800
C 13.218 -10.043 14.224
H 12.855 -6.119 10.561
O 16.109 -7.610 7.762
H 16.887 -4.226 7.534
H 18.260 -13.681 10.748
O 13.515 -8.227 8.476
H 13.457 -14.632 15.127
O 13.971 -14.138 14.484
C 17.288 -10.614 9.856
C 13.707 -12.791 14.341
C 12.647 -12.249 15.253
O 16.606 -4.682 12.797
O 14.240 -12.385 9.180
H 13.159 -3.497 6.710
C 16.350 -13.206 9.944
C 13.877 -2.340 11.840
C 18.737 -1.744 10.749
H 14.838 -14.491 10.129
O 15.793 -14.442 10.224
O 10.483 -5.695 11.446
C 16.052 -2.595 13.903
O 17.674 -9.310 9.970
C 19.172 -4.085 9.629
O 13.318 -0.348 12.927
H 12.382 -9.678 6.962
C 18.270 -11.612 10.169
C 10.741 -3.479 8.553
H 13.573 -8.363 13.514
H 11.755 -10.351 15.683
H 20.439 -2.905 11.004
H 15.826 -7.703 10.751
O 12.203 -3.560 6.770
C 17.882 -3.837 9.013
H 16.937 -8.641 5.527
C 15.374 -12.155 9.446
C 13.685 -9.922 5.190
O 9.032 -3.857 10.221
H 15.444 -9.946 9.254
H 15.384 -12.430 12.960
O 12.931 -2.406 11.024
H 15.266 -0.690 14.584
O 16.854 -2.645 14.796
C 17.124 -2.756 9.229
C 15.193 -9.724 5.007
C 17.447 -1.592 10.123
O 19.789 -5.123 9.666
C 15.432 -8.302 7.018
C 19.472 -2.885 10.522
C 14.849 -3.455 11.831
C 14.243 -10.568 13.315
C 15.188 -1.449 13.819
H 9.583 -5.364 11.486
C 13.327 -9.438 6.498
H 18.413 -0.062 11.602



(8)
15
Properties=species:S:1:pos:R:3 method="wB97M-V/def2-TZVPD" orbital_gap_ev=10.192 relative_energy_kcal_mol=153.98 smiles="C1=C[C@@H]2O[C@@H]2[C@@H]2N[C@@H]12" homo_energy_ev=-9.226 total_charge=0 lumo_ha=0.035
H -2.566 -0.399 -0.197
H 2.429 -0.896 0.934
H 0.248 2.759 0.319
C 0.262 1.649 0.044
N 2.306 -0.322 0.101
H -1.736 1.754 -0.571
C -1.319 -0.181 -0.216
C 0.970 -0.720 -0.535
H 0.997 -0.710 -1.568
H 0.581 0.094 1.390
C -0.925 1.161 -0.264
O -1.063 -0.809 1.001
C 1.051 0.504 0.429
H -0.774 -2.512 -0.588
C -0.461 -1.372 -0.277



(9)
63
Properties=species:S:1:pos:R:3 method="wB97M-V/def2-TZVPD" orbital_gap_ev=7.444 relative_energy_kcal_mol=4.19 homo_energy_ev=-11.532 total_charge=+1 lumo_ha=-0.150
C -1.778 1.060 3.753
H 1.806 0.575 -1.287
C -2.860 -1.025 3.176
C 1.692 3.737 -2.083
C -0.548 -2.977 -3.997
Zr -0.017 -0.156 -0.061
H 3.095 -3.215 2.071
H -0.483 0.913 -2.234
H 2.772 1.420 -0.082
C -1.056 -4.472 -0.540
H 3.064 1.554 -1.830
H -0.543 -5.387 -0.826
H 1.123 5.641 -2.891
C 1.410 2.755 -1.143
H -1.535 4.622 1.416
H -0.274 -3.334 -4.980
C -0.677 -3.888 -2.948
C -0.199 5.001 -1.336
C 2.546 -0.528 2.456
C 0.898 4.869 -2.169
C -2.349 -1.976 0.842
H 2.542 3.618 -2.743
C -1.080 0.977 2.566
H -0.548 -4.072 0.340
H -2.076 -4.708 -0.241
N -1.517 -1.578 -0.180
O -3.186 -2.839 0.850
H 3.931 -3.058 0.530
H -1.861 0.749 -3.202
C 3.683 -2.530 1.452
H -3.596 -1.799 3.347
H 1.848 -1.109 3.068
H -0.482 -4.938 -3.126
C -2.655 0.026 4.067
C -1.405 0.295 -2.322
C -1.294 -2.118 -1.467
C -0.526 4.029 -0.393
C -1.765 4.199 0.438
H 1.866 -1.992 -0.628
H -2.465 4.859 -0.071
H -2.276 3.246 0.603
C 2.888 -1.261 1.166
H 3.433 -0.342 3.062
H -3.226 0.068 4.985
C -1.018 -3.488 -1.672
H -1.655 1.931 4.380
N -0.011 1.856 0.625
H 1.068 -2.389 0.873
C -0.296 2.124 1.952
H 3.515 -0.600 0.558
C -0.758 -1.637 -3.777
H -0.837 5.873 -1.421
C 1.620 -1.579 0.366
C -1.144 -1.184 -2.509
C -2.113 -1.046 2.019
H -0.658 -0.927 -4.588
O -0.054 3.121 2.584
C 2.297 1.547 -1.056
H -2.079 0.524 -1.489
H 4.613 -2.323 1.983
C 0.318 2.919 -0.284
N -1.216 -0.085 1.770
H 2.085 0.451 2.277



(10)
90
Properties=species:S:1:pos:R:3 method="wB97M-V/def2-TZVPD" orbital_gap_ev=7.987 smiles="c1cc[nH]c1.c1cc[nH]c1.c1cc[nH]c1.c1cc[nH]c1.c1cc[nH]c1.c1cc[nH]c1.c1cc[nH]c1.CC(C)=O.CC(C)=O" homo_energy_ev=-7.596 total_charge=0 lumo_ha=0.014
C 0.569 -19.333 4.076
H -1.779 -24.673 1.863
H -5.960 -24.100 3.032
H -5.152 -26.830 5.524
N -8.525 -20.957 2.502
H -5.240 -29.696 6.035
H 0.080 -22.418 3.153
H -5.625 -21.015 1.641
C -3.386 -23.001 3.926
C -7.144 -27.798 7.884
H -0.191 -24.647 -2.188
H -5.172 -28.496 2.117
C -0.618 -19.154 3.372
H -2.835 -23.845 3.510
C -4.466 -21.767 0.024
C -0.528 -19.748 7.747
H -8.576 -20.048 2.066
C -4.822 -23.827 10.512
H -1.854 -23.263 0.858
C -4.471 -25.204 8.810
C -5.612 -24.417 4.015
H -4.650 -18.540 0.697
H -3.713 -25.200 -0.253
C -4.017 -27.094 0.828
C -1.250 -24.146 1.069
H -1.140 -18.208 3.379
C -5.259 -23.217 9.359
C -8.829 -22.098 1.829
C -0.708 -24.077 -1.416
H -6.801 -26.502 2.302
H -6.852 -29.962 8.050
H -4.026 -25.870 10.934
H -6.471 -24.487 4.683
H -5.102 -25.377 3.940
C -5.094 -27.570 1.566
H -0.295 -23.750 1.413
N -5.987 -26.546 1.705
C -4.890 -20.777 0.887
C -4.307 -25.841 0.381
C -5.660 -27.443 6.253
C -3.500 -21.184 -0.818
C -8.653 -23.101 2.795
H 1.786 -21.005 4.484
N -6.519 -26.839 7.123
N -1.286 -20.066 6.613
H -7.895 -27.506 8.602
N -5.020 -24.034 8.296
H -3.566 -22.263 3.144
H -4.961 -23.441 11.511
H -3.316 -20.547 6.374
C -2.518 -20.359 7.076
H -1.003 -19.600 9.886
C -4.338 -25.125 10.217
H -6.687 -25.843 7.154
C -8.313 -22.520 4.043
H 1.178 -18.678 4.680
H -0.971 -20.113 5.654
H -3.431 -20.358 9.001
C -5.745 -28.860 6.494
C -4.416 -19.559 0.427
H -2.973 -21.637 -1.645
H -9.068 -22.045 0.777
H -8.817 -24.150 2.601
N -3.551 -19.848 -0.594
O -0.399 -26.068 -0.100
C 0.006 -21.355 3.325
H -3.148 -27.696 0.608
C -2.541 -20.165 8.420
C -8.201 -21.200 3.843
H -1.808 -20.655 2.302
H -5.734 -22.253 9.253
C -5.502 -25.509 0.906
H -6.011 -24.566 0.771
H -8.201 -22.912 5.044
C -4.654 -23.391 4.643
H -5.044 -23.765 7.323
H -2.764 -22.480 4.654
C -0.952 -20.410 2.914
C -0.805 -24.902 -0.115
H -3.100 -19.083 -1.077
H -0.065 -23.201 -1.335
H -4.644 -22.830 0.094
C -6.631 -29.037 7.537
H -1.705 -23.787 -1.749
H 0.476 -19.391 7.571
O -4.942 -22.770 5.679
C -1.288 -19.860 8.877
N 0.892 -20.697 4.128
H -4.168 -26.064 8.231
H -7.932 -20.418 4.538



(11)
10
Properties=species:S:1:pos:R:3 method="wB97M-V/def2-TZVPD" orbital_gap_ev=9.705 relative_energy_kcal_mol=72.68 homo_energy_ev=-8.904 total_charge=0 lumo_ha=0.029
H -1.022 1.022 1.003
C -0.441 0.090 1.008
H 0.157 -0.013 1.921
H -0.553 1.509 -1.768
H 1.552 1.653 -1.050
P 0.700 0.730 -1.629
N 0.555 -0.076 -0.086
H 0.562 -2.273 0.872
H -1.133 -1.554 -0.448
C -0.376 -1.088 0.176



(12)
14
Properties=species:S:1:pos:R:3 method="wB97M-V/def2-TZVPD" orbital_gap_ev="3.707 / 3.961" relative_energy_kcal_mol=99.40 homo_energy_ev="-12.436 / -12.473" total_charge=+1 lumo_ha="-0.321 / -0.313"
H 1.312 0.043 -0.982
H -1.843 -0.486 1.433
H -1.193 -2.015 0.769
S -2.230 -0.674 -1.089
H -0.615 0.337 -2.774
N -0.044 -0.358 0.403
C 1.679 1.486 1.735
C -0.604 -0.379 -1.963
H 1.782 2.547 1.751
C -1.372 -0.951 0.574
H -0.239 -1.307 -2.395
C 0.326 -0.238 -0.823
H 1.017 1.063 2.456
H 2.026 0.933 0.905



(13)
13
Properties=species:S:1:pos:R:3 method="wB97M-V/def2-TZVPD" orbital_gap_ev=10.535 relative_energy_kcal_mol=86.58 smiles=CNN(C)C#N homo_energy_ev=-9.764 total_charge=0 lumo_ha=0.028
H 1.063 0.255 0.810
H 0.012 1.341 -0.621
H 1.663 -0.663 -0.390
N 0.333 -1.012 -3.201
N -0.411 -1.006 0.270
C -0.295 -0.681 -2.312
H -0.537 -2.061 0.261
C 1.003 -0.742 0.529
N -1.061 -0.336 -0.774
H -1.331 1.390 0.434
H -1.711 1.698 -1.279
C -1.032 1.135 -0.584
H 1.379 -1.571 1.209



Table of DFT total energy (a.u.), in record order: -1779.28637, -287.77982, -522.06751, -589.74295, -3295.03067, -1396.34565, -3268.24222, -362.56810, -1408.54234, -1857.40557, -475.74130, -609.71155, -282.63628